<one>
Density functional theory data (ωB97M-V with the def2-TZVPD basis set) for an isolated molecule of C6H6N2S.

As for the total charge: 0. As for the HOMO energy (spin up / spin down): -7.18 / -7.43 eV.

Last columns: bonded neighbours and bond lengths (Å).
Geometry (Å):
1 H 2.126 -0.350 0.889  C13 1.123
2 H 0.099 -1.382 -0.250  C10 1.095
3 S -4.096 0.722 0.021  C4 1.746, C9 1.682
4 C -3.743 -0.988 0.047  S3 1.746, H8 1.004, N12 1.283
5 C 0.387 1.944 -0.089  N7 1.264
6 H -1.907 2.040 -0.150  C9 1.151
7 N 0.606 0.702 -0.007  C5 1.264, C10 1.395, C13 1.547
8 H -4.444 -1.670 -0.181  C4 1.004
9 C -2.443 1.035 0.010  S3 1.682, H6 1.151, C14 1.455
10 C -0.284 -0.369 -0.094  H2 1.095, N7 1.395, C14 1.398
11 H 2.641 0.179 -0.933  C13 1.144
12 N -2.488 -1.243 -0.049  C4 1.283, C14 1.328
13 C 2.124 0.410 0.061  H1 1.123, N7 1.547, H11 1.144, H15 1.136
14 C -1.672 -0.196 -0.072  C9 1.455, C10 1.398, N12 1.328
15 H 2.680 1.318 0.459  C13 1.136

<two>
Density functional theory data (ωB97M-V with the def2-TZVPD basis set) for an isolated molecule of C6H6N2S.

As for the total charge: 0. As for the HOMO energy: -7.88 eV. As for the structure (SMILES): C1=C\C=N\N=C/S/C=C/1.

Last columns: bonded neighbours and bond lengths (Å).
Geometry (Å):
1 C 0.178 -0.083 -1.611  C2 1.380, H5 1.087, N6 1.317
2 C 1.402 0.419 -1.223  C1 1.380, C3 1.413, H8 1.080
3 C 1.707 0.835 0.094  C2 1.413, C9 1.372, H11 1.082
4 C -2.443 -0.772 0.453  H10 1.071, N13 1.259, S14 1.799
5 H -0.193 0.115 -2.614  C1 1.087
6 N -0.596 -0.733 -0.766  C1 1.317, N13 1.296
7 C 0.070 -0.503 1.294  C9 1.407, S14 1.752, H15 1.079
8 H 2.034 0.810 -2.007  C2 1.080
9 C 0.942 0.598 1.208  C3 1.372, C7 1.407, H12 1.084
10 H -3.499 -0.912 0.570  C4 1.071
11 H 2.484 1.585 0.174  C3 1.082
12 H 0.911 1.340 1.997  C9 1.084
13 N -1.888 -0.794 -0.677  C4 1.259, N6 1.296
14 S -1.545 -0.399 1.966  C4 1.799, C7 1.752
15 H 0.435 -1.508 1.143  C7 1.079

Stability check: which of them is most stable? <two>.

<one>
Density functional theory data (ωB97M-V with the def2-TZVPD basis set) for a cluster of 10 separate species, C18H56O10 in total.

As for the total charge: 0. As for the HOMO energy: -9.71 eV. As for the structure (SMILES): CC(C)O.CC(C)O.CC(C)O.CC(C)O.CO.CO.CO.CO.CO.CO.

Last columns: bonded neighbours and bond lengths (Å).
Geometry (Å):
1 H -0.570 4.868 27.998  O13 0.972
2 C -3.484 1.889 32.796  H47 1.090, H52 1.094, C56 1.527, H77 1.090
3 H 2.191 4.067 30.710  C82 1.091
4 H -3.125 -0.507 30.262  O23 0.960
5 H 1.708 2.422 34.696  O30 0.959
6 C 0.390 1.666 33.552  H17 1.092, O30 1.398, H51 1.094, H80 1.093
7 H -2.940 1.232 35.693  C18 1.092
8 O -0.208 6.513 28.347  H31 0.963, C81 1.418
9 H -1.668 4.043 32.069  C15 1.091
10 O 0.872 6.295 34.166  H27 0.961, C44 1.449
11 C -1.433 6.726 34.242  H28 1.092, H37 1.088, C44 1.532, H58 1.096
12 H -2.784 6.720 30.981  C83 1.089
13 O -0.823 3.978 27.699  H1 0.972, C24 1.469
14 H 0.911 8.131 28.998  C81 1.088
15 C -1.084 4.298 31.183  H9 1.091, O49 1.428, H65 1.093, H68 1.093
16 H -2.954 7.549 28.326  O21 0.961
17 H 0.806 2.373 32.831  C6 1.092
18 C -3.845 1.717 35.320  H7 1.092, H29 1.094, C56 1.537, H62 1.088
19 H -0.984 -1.293 30.199  C61 1.091
20 H -2.784 3.760 28.886  C43 1.094
21 O -2.530 7.553 29.189  H16 0.961, C83 1.425
22 H 3.346 3.028 28.576  C71 1.092
23 O -2.464 -0.089 29.705  H4 0.960, C61 1.439
24 C -0.666 3.744 26.257  O13 1.469, C26 1.518, C50 1.534, H59 1.093
25 H -3.668 1.739 29.611  O84 0.962
26 C -0.881 2.259 26.036  C24 1.518, H40 1.090, H63 1.095, H73 1.088
27 H 1.304 5.437 34.182  O10 0.961
28 H -1.520 6.328 33.229  C11 1.092
29 H -4.597 1.302 35.998  C18 1.094
30 O 1.105 1.679 34.754  H5 0.959, C6 1.398
31 H -0.951 7.009 28.706  O8 0.963
32 H 1.427 6.444 29.634  C81 1.091
33 H 4.260 5.630 31.213  C46 1.089
34 H 2.770 1.772 29.717  C71 1.088
35 H -5.351 1.771 33.765  C56 1.096
36 H 1.452 4.145 26.624  C50 1.087
37 H -1.570 7.805 34.210  C11 1.088
38 H -1.178 -0.063 31.394  C61 1.096
39 H -4.397 4.057 28.160  C43 1.090
40 H -1.920 1.953 25.908  C26 1.090
41 H -3.623 5.869 29.667  C83 1.091
42 H 0.878 4.125 24.857  C50 1.094
43 C -3.705 3.296 28.520  H20 1.094, H39 1.090, H60 1.096, O84 1.414
44 C -0.256 6.206 35.073  O10 1.449, C11 1.532, C57 1.537, H74 1.092
45 H -0.764 3.202 29.513  O49 0.966
46 C 4.272 4.905 30.401  H33 1.089, H53 1.092, H72 1.091, C82 1.550
47 H -3.779 2.898 32.508  C2 1.090
48 O -4.620 -0.046 33.762  C56 1.417, H75 0.960
49 O -0.693 3.122 30.473  C15 1.428, H45 0.966
50 C 0.679 4.389 25.900  C24 1.534, H36 1.087, H42 1.094, H66 1.091
51 H -0.649 1.913 33.787  C6 1.094
52 H -2.464 2.007 33.173  C2 1.094
53 H 4.085 5.331 29.413  C46 1.092
54 H -1.174 4.895 36.432  C57 1.089
55 H -0.395 0.506 30.071  C61 1.087
56 C -4.357 1.338 33.921  C2 1.527, C18 1.537, H35 1.096, O48 1.417
57 C -0.461 4.783 35.616  C44 1.537, H54 1.089, H67 1.091, H70 1.093
58 H -2.355 6.286 34.642  C11 1.096
59 H -1.439 4.260 25.681  C24 1.093
60 H -3.316 2.852 27.597  C43 1.096
61 C -1.165 -0.224 30.310  H19 1.091, O23 1.439, H38 1.096, H55 1.087
62 H -3.726 2.779 35.524  C18 1.088
63 H -0.518 2.067 25.021  C26 1.095
64 H 4.422 2.335 29.752  C71 1.095
65 H -0.243 4.906 31.524  C15 1.093
66 H 0.522 5.465 25.812  C50 1.091
67 H -0.730 3.993 34.913  C57 1.091
68 H -1.718 4.973 30.603  C15 1.093
69 O 3.548 3.157 31.868  H78 0.959, C82 1.414
70 H 0.481 4.379 35.997  C57 1.093
71 C 3.387 2.662 29.604  H22 1.092, H34 1.088, H64 1.095, C82 1.522
72 H 5.297 4.532 30.372  C46 1.091
73 H -0.389 1.655 26.795  C26 1.088
74 H -0.206 6.906 35.909  C44 1.092
75 H -4.971 -0.149 32.875  O48 0.960
76 H 1.690 6.888 28.002  C81 1.094
77 H -3.368 1.266 31.909  C2 1.090
78 H 4.193 2.447 31.858  O69 0.959
79 H -4.329 7.352 30.311  C83 1.091
80 H 0.386 0.704 33.033  C6 1.093
81 C 1.005 7.060 28.838  O8 1.418, H14 1.088, H32 1.091, H76 1.094
82 C 3.239 3.773 30.633  H3 1.091, C46 1.550, O69 1.414, C71 1.522
83 C -3.387 6.849 30.083  H12 1.089, O21 1.425, H41 1.091, H79 1.091
84 O -4.335 2.407 29.422  H25 0.962, C43 1.414

<two>
Density functional theory data (ωB97M-V with the def2-TZVPD basis set) for a cluster of 10 separate species, C18H56O10 in total.

As for the total charge: 0. As for the HOMO energy: -9.61 eV. As for the structure (SMILES): CC(C)O.CC(C)O.CC(C)O.CC(C)O.CC(C)O.CC(C)O.O.O.O.O.

Last columns: bonded neighbours and bond lengths (Å).
Geometry (Å):
1 H 1.724 4.916 -1.968  C47 1.090
2 H -0.156 -3.796 -1.328  C79 1.090
3 H 2.140 0.109 -3.925  C60 1.090
4 C 0.090 0.856 -3.966  O20 1.433, C46 1.545, H58 1.090, C60 1.508
5 C -1.666 -0.727 5.428  H42 1.090, H55 1.090, H65 1.090, C76 1.450
6 H -2.255 -3.960 2.086  C30 1.090
7 H -1.897 -0.202 -2.099  O75 0.957
8 H 1.779 -0.071 0.470  O44 0.960
9 O -2.291 -2.334 0.198  H19 0.960, C61 1.368
10 H 1.897 -4.162 -2.532  C26 1.090
11 O -0.056 -2.406 1.941  H36 0.957, H56 0.957
12 H 4.736 -0.623 -0.278  C41 1.090
13 H 2.558 0.630 3.285  C83 1.090
14 H 0.240 0.309 6.127  O50 0.960
15 H 3.678 -2.396 -2.593  C59 1.090
16 H 1.956 1.647 -4.867  C60 1.090
17 C -1.127 0.439 3.332  H24 1.090, H38 1.090, H74 1.090, C76 1.485
18 O -2.866 1.917 0.029  H21 0.957, H31 0.957
19 H -2.546 -1.757 -0.525  O9 0.960
20 O -0.241 -0.103 -2.955  C4 1.433, H35 0.960
21 H -3.695 2.028 0.494  O18 0.957
22 H -3.227 -2.721 2.729  C30 1.090
23 H 2.510 -1.221 -1.855  C59 1.090
24 H -1.636 1.389 3.498  C17 1.090
25 H -5.469 -2.009 0.979  C71 1.090
26 C 1.633 -3.131 -2.294  H10 1.090, O39 1.417, C59 1.541, C79 1.522
27 H -0.512 5.553 -1.474  C54 1.090
28 H 3.929 -0.992 1.957  C82 1.090
29 H -4.026 -4.183 2.444  C30 1.090
30 C -3.258 -3.541 2.012  H6 1.090, H22 1.090, H29 1.090, C61 1.550
31 H -2.196 2.133 0.678  O18 0.957
32 H -3.711 -3.673 -0.064  C61 1.090
33 H 1.874 1.636 -3.176  C60 1.090
34 H 0.765 2.629 0.188  O43 0.960
35 H 0.227 -0.934 -3.063  O20 0.960
36 H 0.522 -1.847 1.423  O11 0.957
37 H 2.409 3.385 -1.307  C47 1.090
38 H -1.778 -0.249 2.792  C17 1.090
39 O 0.923 -2.507 -3.349  C26 1.417, H77 0.960
40 H -0.961 0.361 0.132  O80 0.957
41 C 4.304 0.284 0.144  H12 1.090, H48 1.090, H69 1.090, C82 1.572
42 H -2.568 -0.116 5.411  C5 1.090
43 O 0.680 3.470 0.644  H34 0.960, C52 1.441
44 O 2.271 -0.771 0.906  H8 0.960, C82 1.404
45 H -4.119 -0.948 1.447  C71 1.090
46 C -0.253 0.203 -5.323  C4 1.545, H51 1.090, H62 1.090, H66 1.090
47 C 1.543 4.046 -1.338  H1 1.090, H37 1.090, C52 1.458, H84 1.090
48 H 5.127 0.879 0.541  C41 1.090
49 H -2.738 0.702 -1.224  O75 0.957
50 O 0.195 0.696 5.250  H14 0.960, C76 1.417
51 H -0.508 0.964 -6.060  C46 1.090
52 C 1.011 4.646 -0.120  O43 1.441, C47 1.458, H53 1.090, C54 1.582
53 H 1.774 5.295 0.310  C52 1.090
54 C -0.312 5.464 -0.407  H27 1.090, C52 1.582, H67 1.090, H78 1.090
55 H -2.085 -1.656 5.041  C5 1.090
56 H -0.764 -2.641 1.341  O11 0.957
57 H -4.686 -1.050 -0.156  C71 1.090
58 H -0.461 1.773 -3.758  C4 1.090
59 C 2.842 -2.258 -1.907  H15 1.090, H23 1.090, C26 1.541, H64 1.090
60 C 1.586 1.040 -4.041  H3 1.090, C4 1.508, H16 1.090, H33 1.090
61 C -3.473 -2.869 0.632  O9 1.368, C30 1.550, H32 1.090, C71 1.557
62 H -1.127 -0.448 -5.283  C46 1.090
63 H 3.848 1.544 2.637  C83 1.090
64 H 3.228 -2.324 -0.890  C59 1.090
65 H -1.334 -0.902 6.451  C5 1.090
66 H 0.580 -0.464 -5.542  C46 1.090
67 H -0.308 6.455 0.048  C54 1.090
68 H 2.205 1.562 1.837  C83 1.090
69 H 3.752 0.754 -0.670  C41 1.090
70 H 0.213 -2.083 -0.925  C79 1.090
71 C -4.467 -1.673 0.712  H25 1.090, H45 1.090, H57 1.090, C61 1.557
72 H -0.202 0.502 -1.170  O80 0.957
73 H 1.083 -3.494 -0.255  C79 1.090
74 H -0.248 0.769 2.779  C17 1.090
75 O -2.623 -0.214 -1.476  H7 0.957, H49 0.957
76 C -0.620 -0.233 4.556  C5 1.450, C17 1.485, O50 1.417, H81 1.090
77 H 0.127 -2.996 -3.571  O39 0.960
78 H -1.151 4.922 0.029  C54 1.090
79 C 0.632 -3.064 -1.150  H2 1.090, C26 1.522, H70 1.090, H73 1.090
80 O -0.108 0.612 -0.224  H40 0.957, H72 0.957
81 H -0.024 -1.118 4.332  C76 1.090
82 C 3.460 -0.194 1.380  H28 1.090, C41 1.572, O44 1.404, C83 1.582
83 C 2.972 0.969 2.335  H13 1.090, H63 1.090, H68 1.090, C82 1.582
84 H 0.723 3.569 -1.875  C47 1.090

Stability check: which of them is most stable? <two>.

<one>
Density functional theory data (ωB97M-V with the def2-TZVPD basis set) for an isolated molecule of C5H5F.

As for the total charge: 0. As for the HOMO energy: -7.74 eV.

Last columns: bonded neighbours and bond lengths (Å).
Geometry (Å):
1 H -1.577 0.947 -0.604  C5 1.123
2 C 0.128 1.140 1.301  C5 1.718, F6 1.363, C7 1.482
3 C -0.019 -1.934 0.408  H4 1.025, H8 1.050, C11 1.319
4 H -0.122 -2.176 1.399  C3 1.025
5 C -0.621 0.582 -0.141  H1 1.123, C2 1.718, C7 1.517, C11 1.337
6 F -0.909 1.705 1.980  C2 1.363
7 C 0.496 1.605 -0.057  C2 1.482, C5 1.517, H9 0.975, H10 0.995
8 H 0.430 -2.563 -0.303  C3 1.050
9 H 1.376 1.286 -0.331  C7 0.975
10 H 0.240 2.506 -0.393  C7 0.995
11 C -0.268 -0.696 0.028  C3 1.319, C5 1.337

<two>
Density functional theory data (ωB97M-V with the def2-TZVPD basis set) for an isolated molecule of C5H5F.

As for the total charge: 0. As for the HOMO energy: -9.47 eV. As for the structure (SMILES): C#CC/C=C\F.

Last columns: bonded neighbours and bond lengths (Å).
Geometry (Å):
1 F -2.466 -0.561 -0.491  C9 1.290
2 H 3.510 0.919 -0.254  C10 1.298
3 H -0.312 -1.549 -0.476  C4 1.140
4 C 0.073 -0.860 0.347  H3 1.140, C5 1.469, C6 1.574, H11 1.190
5 C -0.646 0.421 0.371  C4 1.469, H7 1.084, C9 1.334
6 C 1.380 -0.359 -0.375  C4 1.574, C10 1.247
7 H -0.122 1.340 0.602  C5 1.084
8 H -2.508 1.591 -0.413  C9 1.271
9 C -1.889 0.525 -0.103  F1 1.290, C5 1.334, H8 1.271
10 C 2.546 0.074 -0.459  H2 1.298, C6 1.247
11 H 0.433 -1.542 1.253  C4 1.190

Stability check: which of them is most stable? <two>.

<one>
Density functional theory data (ωB97M-V with the def2-TZVPD basis set) for a cluster of 2 separate species, F2H2O2Si in total.

As for the total charge: 0. As for the HOMO energy: -10.12 eV.

Last columns: bonded neighbours and bond lengths (Å).
Geometry (Å):
1 O -1.066 -0.533 -1.290  Si4 1.581, H7 0.961
2 O -0.647 0.320 1.401  H3 0.969, Si4 1.582
3 H 0.057 0.977 1.510  O2 0.969
4 Si -1.387 0.320 0.002  O1 1.581, O2 1.582, F6 1.570
5 F 0.609 2.338 -0.360  no bonds
6 F -2.945 0.487 0.096  Si4 1.570
7 H -0.198 -0.544 -1.702  O1 0.961

<two>
Density functional theory data (ωB97M-V with the def2-TZVPD basis set) for a cluster of 2 separate species, F2H2O2Si in total.

As for the total charge: 0. As for the HOMO energy: -11.91 eV. As for the structure (SMILES): O=[Si](O)F.F.

Last columns: bonded neighbours and bond lengths (Å).
Geometry (Å):
1 H -0.743 2.654 0.425  F2 0.894
2 F -1.557 3.010 0.320  H1 0.894
3 H 1.685 -2.488 -0.678  O6 1.006
4 F -0.899 -1.775 0.478  Si5 1.629
5 Si 0.167 -0.668 -0.064  F4 1.629, O6 1.605, O7 1.525
6 O 1.328 -1.549 -0.734  H3 1.006, Si5 1.605
7 O 0.018 0.816 0.253  Si5 1.525

Stability check: which of them is most stable? <two>.